C4H7BO3 as an isolated structure. Source: the Open Molecules 2025 dataset; level of theory: wB97M-V/def2-TZVPD.

Calculated values
Expectation value of S² ... 2.01
Total energy ... -406.9655 Ha
Gap between HOMO and LUMO (alpha / beta) ... 4.9 / 7.3 eV
HOMO energy (alpha / beta) ... -3.9 / -10.4 eV
Spin multiplicity ... 3
Relative energy (zero: lowest compared OMol25 entry of this formula, charge and spin) ... 285.90 kJ/mol

Geometry (Å):
H: -1.2559 -1.3948 1.7391
H: -0.8313 0.1180 -2.6036
O: 0.5627 0.0433 1.7389
C: 2.3075 1.8108 1.9074
B: -0.1264 -0.0678 -0.0103
O: 0.3393 0.7431 -0.9201
H: -2.6175 -1.9372 0.7632
H: -1.1250 -2.8634 0.8991
H: -0.3273 1.8346 -2.5664
C: 1.5337 0.9114 1.9019
H: 0.8719 0.5234 -2.8862
C: 0.0373 0.8146 -2.3061
H: 3.0967 2.4380 1.6084
C: -1.4821 -1.9246 0.8878
O: -0.9838 -1.0494 -0.1531